(1)
A structure of composition CsH4O2 at a distorted geometry, computed with ωB97M-V with the def2-TZVPD basis set.

Results
Total charge = +2
LUMO energy (spin up / spin down) = -9.689 / -17.341 eV
2S+1 = 2
Energy above the lowest of the compared OMol25 structures with the same formula, charge and spin = 4.2 kcal/mol

Geometry as XYZ:
```
7
Properties=species:S:1:pos:R:3:lowdin_spin:R:1
Cs -30.253 14.718 4.682 0.006
O -31.612 16.536 7.371 0.963
H -31.742 15.646 7.044 0.015
H -32.438 16.982 7.187 0.016
O -27.898 15.989 5.859 0.000
H -27.993 16.898 6.143 0.000
H -27.023 15.948 5.473 0.000
```

=====

(2)
A structure of composition CsO4S at a distorted geometry, computed with ωB97M-V with the def2-TZVPD basis set.

Results
LUMO energy (spin up / spin down) = -0.873 / -2.409 eV
2S+1 = 2
Energy above the lowest of the compared OMol25 structures with the same formula, charge and spin = 2.0 kcal/mol

Geometry as XYZ:
```
6
Properties=species:S:1:pos:R:3:lowdin_spin:R:1
Cs 1.402 -2.585 0.407 -0.003
S -0.327 0.521 -0.062 -0.035
O -0.415 -0.173 1.179 -0.001
O -0.071 -0.481 -1.094 0.245
O -1.450 1.336 -0.343 0.250
O 0.861 1.382 -0.087 0.544
```

=====

(3)
A structure of composition CuF7O2P2 at a distorted geometry, computed with ωB97M-V with the def2-TZVPD basis set.

Results
LUMO energy = -3.249 eV
Energy above the lowest of the compared OMol25 structures with the same formula, charge and spin = 27.2 kcal/mol

Geometry as XYZ:
```
12
Properties=species:S:1:pos:R:3:mulliken_charge:R:1
P 1.720 0.132 -0.154 1.295
F 2.485 0.706 -1.438 -0.241
F 2.168 -1.368 -0.594 -0.334
F 1.360 1.659 0.285 -0.323
F -0.220 0.463 -1.260 -0.508
O 0.405 -0.491 0.632 -0.450
F 2.863 0.115 0.976 -0.271
P -1.179 -0.073 0.381 1.346
F -1.258 0.827 1.677 -0.231
O -1.894 -1.386 0.348 -0.735
F -2.353 0.842 -0.345 -0.358
Cu -4.096 -1.424 -0.510 0.812
```

=====

(4)
A structure of composition F2H2N4O3S3 at a distorted geometry, computed with ωB97M-V with the def2-TZVPD basis set.

Results
LUMO energy (spin up / spin down) = -0.782 / -4.458 eV
2S+1 = 3

Geometry as XYZ:
```
14
Properties=species:S:1:pos:R:3:lowdin_spin:R:1
N -0.778 -0.269 1.046 0.013
N 3.268 -0.397 -0.873 1.017
N 1.389 -1.750 0.501 0.168
N -1.359 0.265 -1.595 0.003
O -0.599 2.183 0.161 0.029
O -0.013 -1.785 2.630 0.021
O 0.777 0.411 -0.721 0.150
F 1.534 0.182 1.870 0.011
F -2.564 0.817 0.282 0.001
S -0.927 0.816 -0.104 0.020
S 0.420 -1.023 1.531 0.045
S 1.924 -0.564 -0.422 0.522
H -2.228 0.525 -1.867 0.000
H -0.844 0.589 -2.438 0.000
```

=====

(5)
A cluster of 2 separate species, F2HN in total at a distorted geometry, computed with ωB97M-V with the def2-TZVPD basis set.

Results
LUMO energy (spin up / spin down) = 1.720 / -1.390 eV
2S+1 = 3
Energy above the lowest of the compared OMol25 structures with the same formula, charge and spin = 2.4 kcal/mol

Geometry as XYZ:
```
4
Properties=species:S:1:pos:R:3:lowdin_spin:R:1
N 1.825 0.045 0.618 0.834
F 1.869 1.157 -0.175 0.166
F 2.366 -0.886 -0.181 0.151
H -0.361 -0.015 -0.024 0.849
```

=====

(6)
A cluster of 2 separate species, F2HNOS in total at a distorted geometry, computed with ωB97M-V with the def2-TZVPD basis set.

Results
LUMO energy (spin up / spin down) = -2.414 / -2.113 eV
Energy above the lowest of the compared OMol25 structures with the same formula, charge and spin = 83.6 kcal/mol

Geometry as XYZ:
```
6
Properties=species:S:1:pos:R:3:mulliken_charge:R:1
N 0.930 1.354 -0.758 -0.221
O -0.064 -1.979 0.114 -0.395
F -1.289 0.099 -0.202 -0.158
F -1.035 -0.328 1.930 -0.339
S -0.069 -0.605 0.485 0.887
H 1.527 1.459 -1.568 0.226
```

=====

(7)
A structure of composition F2PPb at a distorted geometry, computed with ωB97M-V with the def2-TZVPD basis set.

Results
Total charge = +1
LUMO energy = -6.722 eV

Geometry as XYZ:
```
4
Properties=species:S:1:pos:R:3:mulliken_charge:R:1
F 1.489 -0.871 0.127 -0.194
P 0.777 0.572 0.456 0.532
F -1.096 -0.204 0.677 -0.419
Pb -1.171 0.503 -1.260 1.081
```

=====

(8)
A structure of composition F2Zn2 at a distorted geometry, computed with ωB97M-V with the def2-TZVPD basis set.

Results
Total charge = +2
LUMO energy = -14.668 eV
Energy above the lowest of the compared OMol25 structures with the same formula, charge and spin = 0.0 kcal/mol

Geometry as XYZ:
```
4
Properties=species:S:1:pos:R:3:mulliken_charge:R:1
Zn -0.108 1.440 0.177 1.305
Zn 0.087 -1.898 0.539 1.607
F 1.000 0.762 -1.140 -0.486
F -0.979 -0.304 0.424 -0.426
```